Density functional theory data (ωB97M-V/def2-TZVPD) for an isolated molecule of C8H8N2O at a distorted geometry.

```
! wB97M-V def2-TZVPD RIJCOSX def2/J DEFGRID3
* xyz 0 1
C -1.63 -0.47 -1.16
C -0.39 -0.42 -0.28
C 0.72 -1.38 -0.51
O 0.79 -2.06 -1.48
N 1.72 -1.47 0.47
C 2.77 -0.87 0.40
C 3.89 -0.36 0.12
C 4.58 0.58 0.90
N 5.17 1.27 1.60
C 0.03 1.01 0.12
C -0.58 0.12 1.11
H -1.27 -0.64 -2.09
H -2.31 0.31 -1.27
H -2.31 -1.43 -0.99
H 4.45 -1.03 -0.50
H -0.52 1.86 -0.14
H 1.02 1.17 0.35
H -0.04 -0.30 1.96
H -1.58 0.30 1.38
*
```

The value obtained for the frontier orbital gap is 10.24 eV. The calculation puts the energy above the lowest of the compared OMol25 structures with the same formula, charge and spin at 4.271 eV. As for the LUMO energy: 0.011 hartree.

Density functional theory data (ωB97M-V/def2-TZVPD) for a structure of composition C32H50AsAuCl2NO2Si4.

```
! wB97M-V def2-TZVPD RIJCOSX def2/J DEFGRID3
* xyz -1 1
Au -0.19 -0.76 -0.85
C -1.63 0.17 5.34
Si -0.58 -0.12 3.78
C 1.21 0.12 4.34
C -0.79 -1.97 3.45
C -0.95 0.93 2.36
C -2.07 0.73 1.47
C -3.41 0.91 1.90
C -4.45 0.99 1.01
C -4.19 0.84 -0.35
C -2.90 0.56 -0.71
N -1.87 0.47 0.14
Si -0.32 2.64 2.20
C 1.54 2.88 2.24
C -0.90 3.41 0.58
C -1.01 3.74 3.59
H -1.31 -0.45 6.18
H -2.68 -0.07 5.14
H -1.59 1.21 5.65
H 1.50 -0.68 5.03
H 1.35 1.07 4.86
H 1.89 0.09 3.49
H -0.47 -2.53 4.34
H -0.19 -2.31 2.61
H -1.83 -2.25 3.26
H -3.57 1.08 2.96
H -5.46 1.19 1.37
H -4.97 0.91 -1.10
H -2.65 0.38 -1.75
H 1.97 2.14 1.57
H 1.98 2.74 3.24
H 1.81 3.88 1.90
H -0.56 2.81 -0.27
H -0.51 4.42 0.46
H -1.99 3.47 0.52
H -0.66 3.36 4.56
H -2.10 3.71 3.59
H -0.69 4.78 3.51
Cl -2.70 -4.17 -3.20
C -3.40 -3.39 -1.80
C -4.77 -3.51 -1.64
C -5.37 -3.05 -0.48
C -4.58 -2.50 0.52
C -3.22 -2.37 0.34
C -2.59 -2.78 -0.84
C -1.13 -2.64 -0.97
H -5.35 -3.98 -2.42
H -6.44 -3.15 -0.35
H -5.03 -2.16 1.45
H -2.61 -1.93 1.11
H -0.72 -3.17 -1.82
H -0.59 -2.91 -0.05
C -2.13 -0.89 -4.35
Si -0.35 -0.36 -4.57
C -0.43 1.51 -4.84
C 0.24 -1.15 -6.18
As 1.07 -1.27 -2.90
Si 2.65 0.49 -2.92
C 4.21 0.06 -1.98
C 3.18 0.57 -4.73
C 2.05 2.16 -2.32
H -2.70 -0.66 -5.26
H -2.61 -0.39 -3.52
H -2.20 -1.96 -4.17
H -1.19 1.70 -5.61
H 0.50 1.95 -5.19
H -0.73 2.03 -3.93
H -0.34 -0.78 -7.02
H 0.12 -2.24 -6.12
H 1.30 -0.95 -6.38
H 4.46 -1.00 -2.04
H 4.10 0.31 -0.93
H 5.05 0.64 -2.39
H 3.48 -0.42 -5.09
H 4.04 1.24 -4.82
H 2.40 0.93 -5.40
H 1.61 2.05 -1.32
H 1.29 2.59 -2.97
H 2.88 2.85 -2.24
Cl 7.15 -0.58 4.13
C 5.76 -0.70 3.09
C 5.26 0.44 2.48
C 4.15 0.34 1.66
C 3.54 -0.89 1.43
C 4.07 -2.02 2.04
C 5.17 -1.94 2.88
C 2.32 -1.06 0.54
O 2.02 -2.21 0.22
O 1.67 0.01 0.26
H 5.74 1.40 2.65
H 3.75 1.22 1.19
H 3.60 -2.97 1.85
H 5.58 -2.82 3.36
*
```

The value obtained for the frontier orbital gap is 4.73 eV. The calculation puts the energy above the lowest of the compared OMol25 structures with the same formula, charge and spin at 1.886 eV. As for the LUMO energy: 0.042 hartree.

Density functional theory data (ωB97M-V/def2-TZVPD) for an isolated molecule of C3H3N5 at a distorted geometry.

```
! wB97M-V def2-TZVPD RIJCOSX def2/J DEFGRID3
* xyz 0 1
C -1.49 0.84 -0.02
N -2.20 -0.27 -0.03
N -1.41 -1.40 0.05
C -0.16 -0.88 -0.02
N 1.16 -1.23 -0.11
N 1.99 -0.16 0.00
C 1.21 0.90 0.03
N -0.14 0.48 -0.04
H -1.81 1.90 -0.07
H 1.50 -2.13 0.15
H 1.34 1.96 0.06
*
```

The value obtained for the frontier orbital gap is 9.75 eV. The calculation puts the energy above the lowest of the compared OMol25 structures with the same formula, charge and spin at 0.760 eV. As for the LUMO energy: 0.028 hartree.

Density functional theory data (ωB97M-V/def2-TZVPD) for a cluster of 2 separate species, C9H13NO in total at a distorted geometry.

```
! wB97M-V def2-TZVPD RIJCOSX def2/J DEFGRID3
* xyz 0 1
C -2.70 2.07 0.11
N -2.50 0.65 -0.02
C -3.06 -0.27 0.82
C -2.58 -1.52 0.50
C -1.68 -1.35 -0.58
C -1.64 -0.01 -0.87
H -2.11 2.54 -0.67
H -3.75 2.33 -0.03
H -2.35 2.43 1.08
H -3.76 0.03 1.60
H -2.88 -2.44 0.99
H -1.08 -2.08 -1.13
H -1.06 0.52 -1.61
O 1.30 -0.81 -0.93
C 2.23 -0.31 -0.33
C 3.22 0.80 -0.65
C 3.87 0.59 0.73
C 2.89 -0.59 1.04
H 3.85 0.58 -1.51
H 2.74 1.78 -0.81
H 4.92 0.30 0.69
H 3.77 1.44 1.42
H 3.37 -1.57 1.06
H 2.22 -0.45 1.90
*
```

The value obtained for the frontier orbital gap is 8.68 eV. The calculation puts the energy above the lowest of the compared OMol25 structures with the same formula, charge and spin at 2.085 eV. As for the LUMO energy: 0.031 hartree.

Density functional theory data (ωB97M-V/def2-TZVPD) for a cluster of 2 separate species, C11H11N in total at a distorted geometry.

```
! wB97M-V def2-TZVPD RIJCOSX def2/J DEFGRID3
* xyz 0 1
C 1.40 1.05 -0.83
C 0.78 -0.19 -0.89
C 1.27 -1.33 -0.25
C 2.57 -1.10 0.42
C 3.24 0.07 0.37
C 2.74 1.23 -0.34
H 0.93 1.98 -1.02
H -0.18 0.00 -1.46
H 0.67 -2.17 -0.17
H 2.91 -1.85 1.24
H 4.25 0.11 0.67
H 3.13 2.18 -0.63
C -1.11 0.14 0.83
C -1.98 1.25 0.67
C -3.25 0.95 0.14
N -3.45 -0.23 -0.50
C -2.66 -1.16 -0.45
C -1.48 -1.01 0.24
H -0.32 0.28 1.74
H -1.66 2.16 1.14
H -4.03 1.82 -0.31
H -2.94 -2.20 -0.76
H -0.81 -1.97 0.15
*
```

The value obtained for the frontier orbital gap is 9.64 eV. The calculation puts the energy above the lowest of the compared OMol25 structures with the same formula, charge and spin at 4.820 eV. As for the LUMO energy: 0.025 hartree.

Density functional theory data (ωB97M-V/def2-TZVPD) for an isolated molecule of C22H33N3O2.

```
! wB97M-V def2-TZVPD RIJCOSX def2/J DEFGRID3
* xyz 0 1
C -0.28 -3.98 0.58
C 0.83 -3.13 0.04
C 2.15 -3.52 0.18
C 3.18 -2.73 -0.29
C 2.91 -1.52 -0.93
C 4.03 -0.63 -1.38
C 4.59 0.17 -0.19
N 3.60 1.03 0.39
C 3.23 2.29 -0.22
C 1.93 2.71 0.48
C 0.73 2.49 -0.45
O 0.84 2.10 -1.59
N -0.45 2.81 0.12
C -1.72 2.52 -0.51
C -2.30 1.18 -0.01
N -3.53 0.89 -0.70
C -4.72 1.40 -0.06
C -5.31 0.54 1.08
C -6.00 -0.72 0.57
C -5.06 -1.92 0.36
C -3.67 -1.58 -0.18
C -3.64 -0.45 -1.23
C 1.86 1.81 1.72
C 2.88 0.70 1.47
O 3.03 -0.29 2.15
C 1.59 -1.13 -1.08
C 0.56 -1.93 -0.60
H -1.22 -3.77 0.07
H -0.42 -3.78 1.64
H -0.05 -5.04 0.47
H 2.38 -4.45 0.68
H 4.20 -3.04 -0.17
H 4.84 -1.23 -1.80
H 3.68 0.05 -2.15
H 4.90 -0.52 0.59
H 5.45 0.77 -0.51
H 4.04 3.02 -0.07
H 3.06 2.17 -1.29
H 1.95 3.76 0.75
H -0.47 3.07 1.09
H -1.54 2.44 -1.58
H -2.41 3.34 -0.32
H -2.43 1.24 1.09
H -1.56 0.41 -0.21
H -5.49 1.51 -0.83
H -4.49 2.39 0.32
H -4.53 0.29 1.80
H -6.04 1.16 1.61
H -6.50 -0.48 -0.37
H -6.77 -1.02 1.28
H -5.55 -2.61 -0.33
H -4.93 -2.45 1.31
H -3.25 -2.48 -0.63
H -3.01 -1.29 0.64
H -4.54 -0.49 -1.85
H -2.78 -0.60 -1.89
H 2.14 2.34 2.63
H 0.88 1.36 1.88
H 1.35 -0.20 -1.57
H -0.47 -1.62 -0.73
*
```

The value obtained for the frontier orbital gap is 8.90 eV. The calculation puts the energy above the lowest of the compared OMol25 structures with the same formula, charge and spin at 0.719 eV. As for the LUMO energy: 0.024 hartree.

Density functional theory data (ωB97M-V/def2-TZVPD) for a cluster of 5 separate species, C4H16O4 in total at a distorted geometry.

```
! wB97M-V def2-TZVPD RIJCOSX def2/J DEFGRID3
* xyz 0 1
C 3.22 2.13 3.53
C 2.13 1.67 2.94
C 1.97 1.65 1.44
C 0.91 1.11 3.65
H 3.29 2.27 4.60
H 4.04 2.59 2.97
H 2.43 2.58 1.06
H 0.96 1.72 1.06
H 2.70 0.96 1.04
H 0.13 1.84 3.81
H 1.12 0.65 4.61
H 0.45 0.32 3.06
O 0.81 -0.45 -5.98
H 0.14 0.23 -5.84
H 1.54 -0.08 -6.46
O -0.38 -6.76 -2.85
H -0.19 -7.18 -2.01
H -1.27 -6.35 -2.81
O -3.60 0.50 -3.88
H -2.99 1.08 -4.35
H -4.36 1.09 -3.75
O -4.03 -0.41 1.17
H -4.60 0.14 1.72
H -4.40 -1.29 1.26
*
```

The value obtained for the frontier orbital gap is 9.70 eV. The calculation puts the energy above the lowest of the compared OMol25 structures with the same formula, charge and spin at 1.707 eV. As for the LUMO energy: 0.022 hartree.

Density functional theory data (ωB97M-V/def2-TZVPD) for an isolated molecule of C3H4ClNO2 at a distorted geometry.

```
! wB97M-V def2-TZVPD RIJCOSX def2/J DEFGRID3
* xyz 0 1
H -2.22 -1.79 0.70
N -1.43 -1.44 0.19
C -1.38 -0.20 0.13
Cl -2.70 0.89 0.33
C 0.03 0.43 -0.28
O -0.24 1.76 -0.75
C 1.28 0.49 0.57
O 1.89 1.51 0.69
H 0.47 -0.01 -1.14
H 0.52 2.33 -0.48
H 1.79 -0.49 0.82
*
```

The value obtained for the frontier orbital gap is 10.98 eV. The calculation puts the energy above the lowest of the compared OMol25 structures with the same formula, charge and spin at 1.797 eV. As for the LUMO energy: 0.018 hartree.

Density functional theory data (ωB97M-V/def2-TZVPD) for a cluster of 2 separate species, C3H5NO in total at a distorted geometry.

```
! wB97M-V def2-TZVPD RIJCOSX def2/J DEFGRID3
* xyz 0 1
C 1.08 -1.57 -0.03
C 0.19 -0.78 0.73
C -0.84 0.87 -0.43
N -0.04 -2.13 0.13
O 0.31 1.72 -0.67
H 2.02 -1.65 -0.39
H -0.08 -0.44 1.68
H -1.54 1.27 0.22
H -1.16 0.25 -1.24
H 0.07 2.45 -0.01
*
```

The value obtained for the frontier orbital gap is 8.42 eV. The calculation puts the energy above the lowest of the compared OMol25 structures with the same formula, charge and spin at 5.827 eV. As for the LUMO energy: 0.033 hartree.

Density functional theory data (ωB97M-V/def2-TZVPD) for a structure of composition C12H14BCl3N6O2V at a distorted geometry.

```
! wB97M-V def2-TZVPD RIJCOSX def2/J DEFGRID3
* xyz 0 4
H 0.52 3.21 1.20
N 0.15 1.72 -0.25
B -0.25 0.38 -2.39
N 0.11 1.72 -1.67
C 0.41 2.95 -2.10
V -0.01 0.12 0.70
H 0.47 3.14 -3.16
C 0.63 3.78 -0.99
H 0.88 4.83 -1.00
C 0.46 2.99 0.14
H -0.26 0.52 -3.58
C -1.70 -1.58 2.55
H -1.43 -1.82 3.58
H -0.84 -1.79 1.89
H -2.54 -2.20 2.22
N -1.66 -0.02 -1.87
N 0.72 -0.75 -1.93
N -1.84 -0.20 -0.50
N 0.81 -1.05 -0.55
C -2.82 -0.22 -2.51
C 1.55 -1.56 -2.60
H -2.86 -0.12 -3.58
H 1.64 -1.46 -3.67
C -3.79 -0.53 -1.57
C 2.19 -2.42 -1.69
C -3.15 -0.50 -0.33
C 1.70 -2.08 -0.43
H -4.83 -0.75 -1.76
H 2.91 -3.18 -1.89
H -3.58 -0.70 0.64
H 1.89 -2.47 0.57
H -2.00 -0.53 2.47
Cl 3.69 -0.89 4.71
C 2.76 0.31 3.84
Cl 1.78 1.32 4.93
Cl 3.81 1.34 2.82
C 1.76 -0.39 2.84
O 1.76 -1.60 2.63
O 0.95 0.48 2.28
*
```

The value obtained for the frontier orbital gap (alpha / beta) is 7.51 / 9.78 eV. As for the LUMO energy (alpha / beta): 0.021 / 0.019 hartree. Its expectation value of S² is 3.765.

Density functional theory data (ωB97M-V/def2-TZVPD) for a structure of composition C18H16F10N3PtS2.

```
! wB97M-V def2-TZVPD RIJCOSX def2/J DEFGRID3
* xyz 1 1
Pt 0.89 -0.03 0.03
N -0.51 0.78 -3.59
C 0.67 1.17 -2.74
C 1.96 0.57 -3.26
C 3.04 0.67 -2.17
N 2.76 -0.30 -1.08
C 3.13 2.09 -1.61
C 1.79 2.72 -1.21
N 1.27 2.12 0.05
C 0.79 2.64 -2.38
H -0.73 -0.20 -3.42
H -0.36 0.92 -4.59
H -1.35 1.30 -3.32
H 0.44 0.74 -1.76
H 2.30 1.12 -4.14
H 1.81 -0.48 -3.54
H 4.00 0.41 -2.61
H 3.48 -0.21 -0.36
H 2.85 -1.26 -1.41
H 3.57 2.72 -2.38
H 3.83 2.11 -0.77
H 1.97 3.79 -1.03
H 0.35 2.50 0.29
H 1.87 2.39 0.82
H 1.17 3.26 -3.20
H -0.17 3.05 -2.07
F -5.23 -3.29 0.76
C -3.97 -3.04 0.43
C -3.69 -2.23 -0.65
F -4.67 -1.68 -1.36
C -2.37 -1.99 -0.97
F -2.13 -1.15 -2.02
C -1.31 -2.53 -0.26
S 0.36 -2.17 -0.69
C -1.63 -3.33 0.83
F -0.67 -3.86 1.57
C -2.94 -3.59 1.17
F -3.22 -4.37 2.22
F -0.58 -0.52 6.92
C -0.67 -0.32 5.61
C 0.04 -1.12 4.73
F 0.82 -2.09 5.20
C -0.06 -0.92 3.37
F 0.64 -1.73 2.57
C -0.86 0.09 2.83
S -1.10 0.39 1.12
C -1.56 0.88 3.74
F -2.35 1.86 3.29
C -1.48 0.68 5.11
F -2.17 1.46 5.94
*
```

The value obtained for the frontier orbital gap is 7.17 eV. The calculation puts the energy above the lowest of the compared OMol25 structures with the same formula, charge and spin at 0.258 eV. As for the LUMO energy: -0.121 hartree.